DFT (ωB97M-V with the def2-TZVPD basis set) results for a structure of composition C15H31HgO11S3 at a distorted geometry.

Structure (XYZ):
```
61
Properties=species:S:1:pos:R:3:forces:R:3
Hg -1.02788 0.97891 2.00329 -0.813 0.349 0.945
O 0.88622 -1.64525 6.04878 0.319 -0.626 1.073
C 0.37484 -0.97131 5.04530 -3.270 6.275 -3.432
O 0.36766 -1.36193 3.88757 1.660 -4.443 -2.093
O -0.16773 0.20141 5.09141 0.612 -0.069 3.360
H 1.07752 -2.42988 5.52979 0.527 -0.900 0.323
C -1.58869 5.56005 1.82573 0.493 -1.111 -0.318
O -1.75406 4.41175 2.57039 0.203 0.685 -0.215
H -1.60241 5.31583 0.76353 -0.506 -0.245 -0.751
H -2.32362 6.35721 1.93755 -0.734 -0.044 0.354
H -0.62470 6.06819 1.85059 0.716 0.027 0.811
C -5.19800 0.64248 0.93394 1.020 0.139 0.950
O -4.46373 0.79729 2.12300 -0.083 -0.370 -1.845
H -4.75574 0.12176 0.08461 1.327 -0.386 -0.125
H -6.01757 -0.06809 1.04111 -0.848 0.181 0.598
H -5.47861 1.57376 0.44192 -0.526 0.444 0.353
C -3.59572 -5.50151 -1.11690 0.013 1.071 -0.784
C -3.45412 -5.62291 0.37292 0.296 1.349 1.620
C -2.04851 -5.10409 0.76087 0.009 -0.497 0.478
S -1.62162 -3.76117 -0.50643 2.090 0.603 2.847
O -0.34927 -4.11415 -1.14114 -1.637 0.286 0.140
O -1.74150 -2.44777 0.16354 -0.066 -2.243 -1.451
C -3.02450 -4.06412 -1.51546 -1.283 -1.515 -0.924
H -4.60970 -5.53758 -1.51519 -0.202 -0.016 0.381
H -3.10263 -6.35473 -1.58271 0.531 0.355 -0.269
H -3.70439 -6.58648 0.81677 0.299 -0.178 -0.332
H -4.04571 -4.90727 0.94386 -0.908 0.012 -0.560
H -1.38120 -5.93210 1.00004 0.813 -0.040 -1.579
H -1.99969 -4.70860 1.77541 -0.598 1.048 -0.246
H -2.82108 -3.99778 -2.58426 0.571 -0.117 0.120
H -3.78124 -3.29650 -1.35359 0.111 -0.034 0.553
C 5.94028 -0.99701 1.40147 -0.845 0.735 -0.096
C 6.15261 -0.00477 2.55895 -0.349 1.539 -0.675
C 5.38302 1.30715 2.30711 -1.650 0.269 0.174
S 4.10014 0.87907 1.06744 -0.860 -0.556 1.759
O 4.54112 1.42951 -0.17954 -0.075 0.228 -0.860
O 2.77487 1.16377 1.63212 1.643 -0.346 -1.100
C 4.41374 -0.99163 1.06409 0.653 1.653 0.879
H 6.48708 -1.89827 1.67869 -0.693 -0.444 -0.303
H 6.39530 -0.58633 0.50014 0.412 -0.037 0.014
H 7.21427 0.23541 2.61631 -0.039 -0.372 0.737
H 5.61031 -0.25662 3.47031 1.076 -1.178 0.207
H 5.79861 2.29471 2.10681 0.736 -0.502 -0.888
H 4.80295 1.56204 3.19404 -0.224 -0.304 0.069
H 4.10192 -1.34701 0.08196 0.076 -0.103 0.238
H 3.76628 -1.28063 1.89197 -0.008 -0.525 -0.186
C -0.41507 4.29054 -4.18733 1.362 -0.866 1.319
C -0.90192 3.26874 -5.21328 1.015 0.869 -1.242
C -1.01417 1.95274 -4.58348 0.297 -1.578 2.291
S 0.13746 1.93890 -3.04639 2.862 -0.358 -1.337
O 1.16908 0.84343 -3.17353 -2.750 2.629 0.039
O -0.54962 2.16615 -1.81472 -1.017 -0.770 0.589
C 0.81259 3.62664 -3.37519 -1.037 -0.739 -2.076
H -1.17938 4.38167 -3.41556 -0.246 0.633 -0.213
H -0.12074 5.23036 -4.65447 -0.180 0.028 0.295
H -0.20775 3.08882 -6.03416 0.515 0.765 -0.045
H -1.80622 3.57838 -5.73717 -0.258 0.059 0.392
H -0.56571 1.14480 -5.16161 -0.710 -0.161 0.021
H -2.02365 1.82239 -4.19354 0.155 -0.748 0.038
H 1.63772 3.47654 -4.07142 0.264 0.202 0.172
H 1.12238 4.06508 -2.42656 -0.265 -0.015 -0.193
```
Forces are in eV/Å.

As for the electronic energy: -75249.8903 eV. The HOMO energy is -4.1 eV. The net charge is -1. Its spin multiplicity is 1. The LUMO energy is -0.7 eV.

DFT (ωB97M-V with the def2-TZVPD basis set) results for a cluster of 2 separate species, C15H31INO4S in total at a distorted geometry.

Structure (XYZ):
```
53
Properties=species:S:1:pos:R:3:forces:R:3
C 4.54382 -0.86472 1.91124 0.338 0.121 0.321
C 3.73465 -0.29864 0.58459 -1.309 -0.566 0.081
C 2.25836 0.38276 0.97652 1.466 -0.923 1.297
C 2.48218 1.37371 2.26282 0.885 0.573 -1.021
C 1.57956 2.77600 2.13461 -0.604 -0.830 -0.934
C 2.48007 4.08464 1.70479 -0.059 -1.622 -0.733
I 1.31481 5.85699 2.39198 0.790 -0.519 -0.339
C 1.30825 -0.90800 1.31669 -0.062 0.600 -0.378
C 0.13824 -0.64135 2.43254 1.979 -1.725 0.053
N -0.77274 0.53153 2.14279 -2.812 -1.781 -0.920
C -1.97265 0.38882 3.08269 -0.544 0.478 1.236
C -1.57160 0.62419 4.67935 -0.879 -1.115 -0.354
C -1.34177 0.50494 0.74120 3.315 2.136 -5.576
C -2.82108 -0.15652 0.33280 -0.123 0.833 1.056
O -0.66309 1.06394 -0.29833 -4.385 -3.389 6.604
H 3.79224 -1.13384 2.79819 1.488 0.462 -2.056
H 5.19720 -1.83500 1.67358 -1.208 2.105 0.594
H 5.23932 -0.00611 2.35998 -1.321 -1.933 -1.014
H 4.38897 0.42160 -0.07303 -1.044 -1.301 1.464
H 3.45306 -1.21884 -0.12199 0.771 1.810 1.433
H 2.38104 0.86036 3.31133 -0.013 1.124 -1.391
H 3.61354 1.74964 2.19745 -2.165 -0.822 0.242
H 0.90614 2.97266 3.07306 1.530 -0.168 -1.576
H 0.83642 2.57207 1.22301 1.611 0.447 2.012
H 3.56283 4.05999 2.15945 -2.283 0.379 -0.756
H 2.52084 4.18057 0.51623 0.013 -0.196 2.807
H 0.79559 -1.23198 0.29666 0.871 0.475 2.036
H 1.94181 -1.84741 1.67876 -1.342 1.507 -0.342
H 0.68756 -0.50120 3.48203 -1.405 0.125 -2.283
H -0.45328 -1.67248 2.54495 0.720 2.090 -0.242
H -2.79904 1.19594 2.79062 1.832 -1.793 0.566
H -2.43794 -0.70888 3.04478 0.831 2.277 -0.071
H -0.77436 1.46504 4.84304 -1.606 -1.681 -0.352
H -1.21895 -0.43541 5.09845 -0.427 2.526 -0.804
H -2.59827 0.84490 5.24504 2.331 -0.216 -1.154
H -3.06192 -1.12615 0.98061 0.499 2.165 -1.530
H -3.60855 0.69988 0.59777 1.543 -1.998 -0.449
H -2.93298 -0.34816 -0.81815 0.694 0.331 2.375
O -1.21144 -0.10898 -6.33973 0.091 -0.840 0.597
S -1.20243 -0.71125 -5.02335 0.086 0.277 0.704
O -0.14179 -1.59484 -4.58945 -0.858 0.593 -0.857
O -2.63387 -1.44505 -4.76484 0.586 0.787 0.127
C -3.09496 -2.39404 -5.71538 -0.194 -0.781 -0.540
C -2.39783 -3.73061 -5.54514 0.362 -0.149 -0.013
C -1.39139 0.57463 -3.81300 -0.235 -0.151 -0.014
H -2.97852 -2.01349 -6.73565 0.089 0.102 0.144
H -4.16787 -2.52609 -5.54087 0.165 0.296 0.159
H -1.33857 -3.65728 -5.80920 -0.149 -0.002 0.037
H -2.85481 -4.48955 -6.18668 -0.036 0.100 0.054
H -2.44900 -4.06574 -4.50431 -0.079 0.062 -0.154
H -2.23019 1.21087 -4.10171 0.116 -0.149 -0.024
H -0.46870 1.15751 -3.79189 -0.038 -0.222 -0.021
H -1.56692 0.11845 -2.83689 0.174 0.093 -0.100
```
Forces are in eV/Å.

As for the electronic energy: -44665.4539 eV. The HOMO energy is -1.5 eV. The net charge is -1. Its spin multiplicity is 1. The LUMO energy is 2.4 eV.

DFT (ωB97M-V with the def2-TZVPD basis set) results for a structure of composition C15H31IP2Sn at a distorted geometry.

Structure (XYZ):
```
50
Properties=species:S:1:pos:R:3:forces:R:3
P -2.02282 0.60403 -1.27968 -1.465 -0.445 -0.345
P -2.02807 -1.53899 1.59045 -1.241 0.940 -0.727
C -0.99751 -0.96923 -1.19386 0.602 0.095 -0.051
C -1.43802 -2.03611 -0.15468 -0.086 -0.424 1.203
H 0.05717 -0.70147 -1.02239 -0.493 -0.187 0.116
H -1.03394 -1.42363 -2.19853 0.091 0.082 0.302
H -2.32257 -2.62837 -0.45117 0.174 0.509 -0.279
H -0.67306 -2.80189 0.00183 0.357 0.050 -0.394
C -0.71024 -1.56126 2.84943 0.226 0.152 0.105
H -1.16298 -1.84742 3.80918 0.011 -0.330 -0.454
H -0.29061 -0.60763 3.10507 0.488 0.567 -0.233
H 0.02231 -2.28647 2.51155 0.513 -0.091 0.448
C -2.67722 -3.05582 2.27123 0.008 -1.351 -0.323
H -1.81401 -3.65359 2.57669 -0.376 -0.464 0.145
H -3.23831 -3.59957 1.52739 -0.354 -0.332 -0.165
H -3.32889 -2.85805 3.12450 0.177 0.067 -0.076
C -1.15825 2.11510 -1.86111 1.046 0.522 0.448
H -1.89389 2.74028 -2.37551 -0.136 -0.187 0.335
H -0.36802 1.89667 -2.58372 -0.537 0.336 0.302
H -0.74936 2.71738 -1.03059 -0.067 -0.034 -0.466
C -2.66653 0.45348 -2.97574 -0.577 -0.359 -0.444
H -3.25049 -0.46591 -3.09016 0.059 0.179 -0.209
H -1.84368 0.50083 -3.71636 -0.509 -0.108 0.162
H -3.32973 1.33015 -3.08457 0.178 -0.556 -0.315
Sn 0.10757 1.70126 1.17600 -3.615 1.914 1.264
C 1.93454 -0.92585 0.30479 -0.775 0.403 2.682
C 1.77913 0.13717 1.19123 2.372 -2.397 -0.010
C 2.88434 1.19464 1.29071 0.048 0.542 0.101
C 3.21917 1.80384 -0.09771 -0.009 -0.631 0.990
C 1.93950 1.83292 -0.85982 0.089 1.016 -2.155
C 1.60187 0.99789 -1.87097 0.894 1.579 -0.608
C 2.17179 -0.32294 -2.16122 0.905 -0.954 0.403
C 2.71405 -1.07910 -0.91633 0.696 -0.433 -1.630
C -2.09230 1.53347 1.68600 -0.554 -0.048 0.811
H 1.59293 -1.88747 0.67860 -0.790 0.206 -0.085
H 1.28582 -0.14517 2.14308 0.735 -0.084 -0.313
H 3.77703 0.73932 1.72954 -0.123 0.096 0.182
H 2.51549 2.03162 1.92147 0.543 -0.517 0.033
H 3.60947 2.83505 0.01123 -0.358 -0.477 0.004
H 4.02042 1.24753 -0.60757 -0.498 0.049 0.093
H 1.33549 2.72500 -0.60396 0.773 -0.105 -1.434
H 1.15094 1.38964 -2.79325 -0.564 -0.121 0.983
H 2.98489 -0.20611 -2.88356 0.046 -0.160 -0.191
H 1.41144 -0.94635 -2.64468 0.109 0.132 0.040
H 2.73528 -2.16223 -1.14802 0.067 0.558 -0.032
H 3.75735 -0.78975 -0.81071 0.198 0.050 0.305
H -2.26016 0.53690 2.12712 -0.016 0.764 -0.451
H -2.84794 1.65765 0.89421 0.647 -0.160 0.227
H -2.36204 2.20425 2.50260 0.440 0.356 -0.164
I -0.04732 3.57428 3.39198 0.649 -0.209 -0.131
```
Forces are in eV/Å.

As for the electronic energy: -48561.2398 eV. The HOMO energy is -6.8 eV. Its spin multiplicity is 1. The LUMO energy is -0.6 eV.

What is the formula in the second record?
C15H31INO4S

What is the spin multiplicity in the second record?
1